{"formula": "C71H109ClN10O46", "method": "ωB97M-V/def2-TZVPD", "max_force_ha_per_bohr": 0.1069, "orbital_gap_ev": 6.194, "energy_ha": -7238.55784, "spin_multiplicity": 1, "symbols": ["C", "N", "C", "C", "C", "C", "O", "H", "H", "H", "H", "H", "H", "H", "H", "H", "H", "H", "H", "H", "H", "Cl", "O", "O", "O", "O", "C", "N", "O", "O", "H", "H", "H", "C", "N", "O", "O", "H", "H", "H", "C", "N", "O", "O", "H", "H", "H", "C", "N", "O", "O", "H", "H", "H", "C", "C", "C", "O", "C", "N", "H", "H", "H", "H", "H", "H", "H", "H", "H", "H", "H", "C", "C", "C", "O", "C", "N", "H", "H", "H", "H", "H", "H", "H", "H", "H", "H", "H", "C", "C", "C", "O", "C", "N", "H", "H", "H", "H", "H", "H", "H", "H", "H", "H", "H", "C", "C", "C", "O", "C", "N", "H", "H", "H", "H", "H", "H", "H", "H", "H", "H", "H", "C", "C", "C", "O", "C", "N", "H", "H", "H", "H", "H", "H", "H", "H", "H", "H", "H", "C", "C", "C", "O", "C", "C", "C", "O", "O", "O", "H", "H", "H", "H", "C", "C", "C", "O", "C", "C", "C", "O", "O", "O", "H", "H", "H", "H", "C", "C", "C", "O", "C", "C", "C", "O", "O", "O", "H", "H", "H", "H", "C", "C", "C", "O", "C", "C", "C", "O", "O", "O", "H", "H", "H", "H", "C", "C", "C", "O", "C", "C", "C", "O", "O", "O", "H", "H", "H", "H", "C", "C", "C", "O", "C", "C", "C", "O", "O", "O", "H", "H", "H", "H", "C", "C", "C", "O", "C", "C", "C", "O", "O", "O", "H", "H", "H", "H"], "xyz": [[1.086127, 0.360514, -1.409585], [0.439267, -0.080876, -0.041445], [-1.131183, 0.052404, -0.166125], [0.767337, -1.590506, 0.139405], [1.008197, 0.849324, 1.121305], [1.102437, 2.399614, 0.805625], [-0.242673, 2.908904, 0.685655], [0.766757, 1.388404, -1.581475], [0.669597, -0.307496, -2.163485], [2.145217, 0.178144, -1.227455], [-1.538453, -0.635426, 0.574905], [-1.529553, -0.291236, -1.120755], [-1.367893, 1.115134, -0.114305], [1.840777, -1.589696, 0.328655], [0.530977, -2.196726, -0.735085], [0.438597, -1.781106, 1.161025], [2.001757, 0.521034, 1.426535], [0.279457, 0.653134, 1.907785], [1.599847, 2.712114, -0.112545], [1.553467, 2.969424, 1.618015], [-0.223683, 3.814294, 1.004255], [5.181607, 0.442664, 0.872825], [4.239847, 0.966264, -0.073885], [6.426307, 0.113684, 0.186385], [5.535417, 1.448384, 1.772695], [4.658507, -0.840466, 1.355295], [4.464767, 4.099974, 4.692395], [3.149607, 4.394814, 3.939455], [3.378597, 4.653444, 2.780305], [2.035087, 4.437534, 4.513055], [4.243917, 3.721254, 5.690345], [4.855847, 5.117044, 4.719345], [5.137457, 3.430254, 4.156605], [-4.168723, 5.038664, 3.552275], [-3.469573, 3.965584, 4.254465], [-2.807193, 4.234014, 5.225765], [-3.554043, 2.889104, 3.804255], [-5.078203, 4.661824, 3.084365], [-3.388553, 5.403064, 2.883955], [-4.466013, 5.739094, 4.332725], [5.057987, -2.137096, -1.949225], [3.846187, -2.700426, -2.638645], [2.813267, -2.736406, -2.004785], [3.960217, -3.107266, -3.762855], [5.005927, -1.072156, -2.175725], [5.953637, -2.654336, -2.293275], [4.816527, -2.235786, -0.890895], [-5.275693, -1.789926, 0.646905], [-4.816423, -3.080126, 1.189645], [-5.492093, -4.091236, 0.998695], [-3.775093, -3.119536, 1.868895], [-5.743273, -1.817256, -0.337335], [-4.435063, -1.147266, 0.385295], [-6.034323, -1.560056, 1.395065], [3.051817, 5.786424, -0.265565], [3.842037, 4.530954, -0.357505], [4.140817, 4.125704, -1.833935], [2.946907, 3.753854, -2.473215], [3.033927, 3.621684, -3.833655], [5.097007, 4.804484, 0.330345], [3.487307, 6.724894, -0.608675], [2.628187, 6.021044, 0.710955], [2.154637, 5.628134, -0.863995], [3.415097, 3.751234, 0.273265], [4.718147, 3.210424, -1.964545], [4.651227, 4.892184, -2.417105], [3.301687, 4.565954, -4.307745], [2.093547, 3.279624, -4.265845], [3.867697, 3.054594, -4.247565], [4.976467, 5.315744, 1.193005], [5.495077, 3.919864, 0.611545], [-0.585333, 7.151294, 0.352865], [-0.118363, 6.727934, 1.801495], [-0.690163, 7.575684, 2.988185], [-0.392573, 8.924744, 2.806945], [-0.894363, 9.693394, 3.867185], [-0.292263, 5.271824, 1.969445], [-0.002603, 6.551334, -0.346115], [-0.439413, 8.210494, 0.140985], [-1.597053, 6.789194, 0.170065], [0.971367, 6.750814, 1.794045], [-0.189053, 7.268734, 3.906215], [-1.768573, 7.451694, 3.086955], [-0.602213, 9.236374, 4.812635], [-1.979183, 9.748844, 3.776705], [-0.541003, 10.720084, 3.771635], [-1.274513, 5.045884, 1.904475], [0.146807, 5.054434, 2.852655], [2.415817, -2.106916, -9.134295], [1.780297, -1.332996, -7.998695], [2.659097, -1.166926, -6.733875], [1.821607, -0.710296, -5.642265], [2.587527, 0.070034, -4.711765], [1.456127, -0.019136, -8.501095], [1.691777, -2.318216, -9.921195], [2.965367, -2.986776, -8.799725], [3.173727, -1.477746, -9.601005], [0.820237, -1.789206, -7.757335], [3.510217, -0.566466, -7.055035], [3.141197, -2.073766, -6.368745], [3.522977, -0.463576, -4.543545], [2.037817, 0.470844, -3.860135], [3.002487, 0.916644, -5.258715], [0.811927, 0.452134, -7.882215], [2.282487, 0.561094, -8.524705], [3.978477, -1.175226, 5.041765], [2.626467, -0.494456, 5.076895], [2.601107, 0.566244, 6.180165], [2.479517, -0.021916, 7.489215], [2.173717, 1.001894, 8.351395], [2.484497, 0.100214, 3.767545], [4.854657, -0.575686, 4.794835], [3.869267, -2.084476, 4.450625], [4.229737, -1.502666, 6.050605], [1.812717, -1.209606, 5.197135], [1.880697, 1.350114, 5.946395], [3.541627, 1.115874, 6.142225], [2.220277, 0.614564, 9.369195], [1.336627, 1.615444, 8.018345], [3.013267, 1.684564, 8.482645], [2.700537, -0.581336, 3.054175], [3.306487, 0.687044, 3.759605], [0.294847, -6.505706, 6.021275], [-0.924443, -5.726936, 6.473885], [-1.476093, -4.846016, 5.291065], [-0.361173, -4.168026, 4.633255], [0.000117, -3.014586, 5.356235], [-1.963553, -6.498936, 7.132215], [0.039067, -7.271916, 5.289425], [0.783167, -6.986406, 6.868965], [0.997227, -5.910806, 5.437435], [-0.636023, -4.904526, 7.128525], [-2.269973, -4.133226, 5.514195], [-1.877983, -5.462626, 4.487095], [0.278897, -2.303526, 4.578565], [0.853447, -3.246736, 5.993455], [-0.699443, -2.480886, 5.999575], [-2.817533, -5.981036, 7.282545], [-2.263943, -7.214076, 6.485335], [-3.465603, -7.227026, -0.153355], [-2.308523, -6.568576, 0.082895], [-2.000503, -5.138986, -0.466635], [-1.014813, -4.437116, -0.204395], [-3.071263, -4.623336, -1.231835], [-4.230043, -5.265796, -1.435015], [-4.582223, -6.624776, -0.907715], [-5.563523, -7.318806, -1.118795], [-5.270503, -4.666426, -2.059535], [-1.444273, -6.973826, 1.035875], [-3.546793, -8.200636, 0.306975], [-2.945873, -3.648746, -1.679985], [-6.040663, -5.239106, -2.081745], [-0.755393, -6.383396, 1.349635], [-5.110193, 4.402454, -2.660925], [-4.845423, 3.081074, -2.414165], [-4.230633, 2.594714, -1.136485], [-3.996073, 1.391554, -0.885975], [-3.858433, 3.715884, -0.238535], [-4.043853, 4.997254, -0.503455], [-4.788383, 5.475964, -1.750985], [-5.152573, 6.601054, -2.021355], [-3.965593, 5.839844, 0.500855], [-5.068623, 2.101364, -3.285925], [-5.480083, 4.712284, -3.627145], [-3.436413, 3.389324, 0.700425], [-4.181353, 6.714094, 0.168095], [-4.899773, 1.295114, -2.792935], [2.153127, -5.995526, 0.330825], [1.787457, -5.271286, 1.409165], [2.634057, -4.163486, 1.971865], [2.354577, -3.432256, 2.938705], [3.933737, -4.172546, 1.398985], [4.325317, -4.953066, 0.344405], [3.390707, -5.782876, -0.399075], [3.637957, -6.403286, -1.423015], [5.598497, -4.932586, -0.036845], [0.567977, -5.469236, 1.945965], [1.634147, -6.871096, -0.030335], [4.685267, -3.620996, 1.944325], [5.966407, -5.767006, -0.336825], [0.477577, -4.976396, 2.764835], [-4.691973, -1.176956, -4.239795], [-3.369603, -1.323796, -4.394185], [-2.653133, -1.309436, -5.701295], [-1.458173, -1.336956, -5.841565], [-3.566403, -1.105586, -6.782045], [-4.909943, -1.014926, -6.658085], [-5.638893, -1.085806, -5.331825], [-6.897413, -1.100586, -5.197755], [-5.691143, -0.898656, -7.774535], [-2.520853, -1.494626, -3.314735], [-5.063533, -1.166516, -3.225775], [-3.131573, -1.019736, -7.766905], [-6.601573, -0.818696, -7.480725], [-1.629343, -1.226256, -3.548765], [-0.304173, 3.957664, -5.774495], [-0.267213, 2.651874, -5.438535], [-0.643353, 2.065604, -4.163085], [-0.744303, 0.905514, -3.822665], [-1.010453, 3.126454, -3.214525], [-1.121083, 4.441734, -3.475505], [-0.702793, 4.991054, -4.828075], [-0.731323, 6.128654, -5.121535], [-1.393853, 5.379594, -2.506035], [-0.108463, 1.759814, -6.458445], [-0.081863, 4.170794, -6.809655], [-1.221693, 2.900434, -2.179785], [-1.450553, 6.283474, -2.824455], [-0.098643, 0.849644, -6.153335], [0.351407, -6.033676, -6.177355], [0.192807, -4.815476, -5.553175], [0.291247, -4.594296, -4.085375], [0.179687, -3.493346, -3.567205], [0.597327, -5.836196, -3.387595], [0.708497, -7.063206, -3.981415], [0.539667, -7.347476, -5.458995], [0.597137, -8.476936, -6.002375], [1.019857, -8.150466, -3.285715], [0.002687, -3.670606, -6.249395], [0.445507, -5.958226, -7.250605], [0.571387, -5.812366, -2.308175], [1.202357, -8.862946, -3.902695], [-0.166503, -2.959056, -5.627565], [-3.617543, -0.256136, 6.037895], [-2.790733, 0.723104, 6.441465], [-1.432633, 1.049204, 5.794125], [-0.594183, 1.889344, 6.042765], [-1.308473, 0.273154, 4.607225], [-2.093763, -0.767016, 4.194375], [-3.263233, -1.193606, 4.952115], [-3.979763, -2.202926, 4.767445], [-1.887853, -1.393596, 3.019425], [-3.122683, 1.541554, 7.496715], [-4.578453, -0.323596, 6.526265], [-0.642893, 0.552284, 3.803805], [-2.530953, -2.102156, 2.942165], [-2.688973, 2.397444, 7.466155]], "atomic_forces_ev_per_a": [[-0.980, -0.962, 2.002], [-0.489, 0.434, -2.184], [1.513, -0.061, 0.046], [1.369, 2.494, 1.553], [-0.433, 0.363, -0.994], [-1.907, -0.538, -0.245], [-0.132, -1.357, -0.454], [0.433, -0.099, -0.086], [0.176, 0.076, 0.044], [0.094, 0.508, -0.431], [-0.123, 0.659, 0.405], [0.736, -0.213, -0.294], [-0.084, -0.261, 0.645], [0.338, -0.126, -0.649], [-0.543, 0.092, 0.415], [-0.990, -0.837, -0.422], [-0.226, -0.382, -0.425], [0.315, 0.324, 0.167], [0.516, -0.757, 0.030], [0.466, -0.653, 0.326], [0.254, 0.809, 0.094], [2.493, -3.083, -3.810], [-1.248, 0.464, -0.453], [-0.601, -0.150, -0.187], [-0.691, 1.497, 3.252], [-0.398, 1.248, 1.139], [-1.144, 0.535, 0.662], [-0.239, -0.582, 0.992], [-1.111, 0.091, -0.095], [2.524, -0.160, -1.248], [-0.107, 0.161, -0.150], [0.398, -0.242, 0.282], [-0.526, 0.119, -0.404], [-0.364, 0.742, 0.612], [0.076, 1.528, 1.131], [0.418, 0.758, 0.901], [-0.386, -3.688, -1.691], [0.511, -0.154, -0.306], [-0.601, 0.416, -0.173], [0.329, 0.325, -0.334], [-1.004, 0.168, 0.307], [0.601, -0.286, 0.534], [-0.438, 0.169, 0.336], [0.155, -0.150, -0.955], [0.465, -0.007, -0.076], [-0.254, 0.252, 0.050], [0.512, -0.048, -0.029], [-0.171, 0.216, -0.674], [1.231, -2.605, 0.313], [0.424, 1.561, 0.048], [-1.419, 0.490, -1.196], [-0.434, -1.190, 0.213], [0.083, 0.273, 1.372], [0.320, 1.093, -0.127], [-2.300, 0.629, -0.550], [1.609, 0.441, 0.534], [-0.072, -0.985, 0.402], [-1.672, -0.015, 0.696], [0.516, 0.817, -1.431], [1.511, -0.218, -0.418], [0.617, -0.332, -0.254], [0.436, -0.409, 0.353], [-0.230, 0.197, -0.308], [-0.835, -0.368, -0.942], [0.875, 0.068, 0.890], [0.006, 0.579, 0.314], [-0.477, 0.780, -0.062], [0.072, -0.094, 0.233], [0.152, -1.094, 0.581], [-0.378, 0.086, -0.145], [0.365, -0.178, 0.002], [0.484, -0.971, 1.150], [0.123, 0.248, -1.052], [0.862, -0.637, -1.032], [0.376, 0.454, -0.686], [-0.233, 0.220, -0.343], [-0.307, 1.266, -0.229], [0.290, 0.163, -0.009], [-0.231, -0.100, 0.164], [-0.331, 0.470, 0.177], [0.078, 0.947, 0.227], [-0.151, -0.513, 0.288], [-0.361, -0.294, 0.014], [-0.044, 0.243, 0.286], [-0.316, -0.128, 0.326], [0.303, -0.180, 0.079], [-0.277, -0.232, 0.659], [-0.390, -0.684, 0.359], [0.842, 0.140, 0.088], [-0.028, 0.075, 0.546], [-0.819, -1.494, 0.002], [0.389, 0.902, -0.258], [0.914, 0.056, -1.818], [-0.650, 0.685, -0.312], [-0.011, -0.213, 0.224], [-0.369, -0.300, -0.029], [0.123, 0.171, -0.083], [0.147, -0.215, 0.354], [-0.103, 0.988, 0.477], [-0.165, -0.492, -0.139], [-0.154, -0.397, 1.154], [-0.057, -0.722, -0.063], [-0.322, 0.631, -0.107], [0.054, 0.035, -0.146], [0.197, 0.118, -0.158], [-0.030, -1.610, 1.852], [0.791, -0.195, 0.142], [0.318, -0.471, -0.506], [-0.355, -0.019, -2.130], [1.134, 0.788, 1.639], [-0.683, 1.489, -0.107], [-0.410, 0.348, -0.693], [0.495, 0.169, -0.306], [-0.036, -0.359, 0.289], [0.220, -0.003, 0.401], [-0.769, -0.280, 0.365], [0.586, 0.017, 0.051], [-1.272, -0.293, 0.054], [-0.470, -0.300, 0.472], [0.493, 0.599, -0.693], [0.082, -0.464, 0.004], [0.170, 0.619, -0.763], [-0.166, -0.484, -0.147], [-0.800, 2.473, -0.946], [1.182, -1.253, -1.342], [-2.043, -0.050, 0.892], [1.575, 0.586, -0.706], [0.192, -0.685, -0.311], [-0.420, -0.379, 0.144], [0.074, 0.049, -0.085], [0.028, 0.395, 0.561], [0.447, -0.397, 0.747], [0.128, 0.090, 0.557], [-0.149, -0.413, 0.035], [0.333, 0.152, 0.241], [0.275, 0.159, 0.014], [-0.859, -0.630, -0.105], [0.115, 0.553, 0.206], [0.073, -0.489, -0.088], [0.892, 0.559, 0.107], [1.260, 1.739, 1.599], [0.671, -0.069, 0.866], [-1.145, -1.873, -0.130], [-1.182, 0.637, -1.378], [-2.248, 0.418, -0.210], [2.475, -2.643, 0.718], [-0.354, 1.902, -0.475], [1.025, 0.621, -0.214], [-1.368, -1.746, -0.829], [-0.450, -0.027, -0.005], [0.032, 0.203, -0.016], [-0.174, -0.572, 0.140], [0.480, 1.011, -0.517], [0.476, -2.002, -0.496], [-0.309, 0.659, -0.420], [1.319, 0.158, 1.201], [-0.995, 2.470, -1.026], [0.505, -2.648, -0.177], [-1.885, 0.235, -0.333], [-0.029, -1.123, -0.710], [0.771, 0.321, 1.331], [0.699, 1.234, 0.654], [-0.362, 0.652, -0.353], [-0.208, -0.116, -0.038], [0.029, 0.165, 0.258], [-0.090, 0.669, -0.082], [0.251, -0.823, 0.090], [-0.357, -0.025, 0.330], [-1.387, -0.160, -0.727], [-0.131, 0.411, 1.256], [-0.503, -1.530, -1.767], [2.023, -0.382, -1.266], [0.645, 1.576, 1.309], [-0.943, -1.473, 0.023], [0.406, 0.779, 0.551], [0.886, 0.727, 0.233], [0.598, -0.304, 0.165], [-0.669, 0.198, 0.093], [0.121, 0.265, -0.183], [-0.494, -0.307, -0.432], [-0.192, 0.626, 0.831], [-0.036, -0.144, 1.079], [2.157, -0.353, 2.075], [-1.745, 0.841, -0.429], [0.829, -0.228, 0.558], [-0.924, 0.123, -1.359], [-0.891, -0.101, -1.399], [-2.066, -0.320, 0.350], [3.911, 0.263, -0.958], [1.178, -0.004, 1.079], [-2.149, 0.204, -0.564], [-0.208, -0.096, 0.086], [-0.038, -0.064, -0.161], [-0.551, -0.007, 0.202], [0.588, -0.037, -0.535], [0.312, -1.264, 0.333], [-0.170, -1.208, -3.148], [-1.041, 1.914, 2.553], [0.429, -0.327, -1.128], [-0.616, 1.088, 1.333], [0.801, 1.358, 0.211], [-0.045, -3.244, 0.203], [-0.272, 3.226, -0.039], [-0.154, -1.896, -0.194], [0.223, 0.945, 0.195], [-0.062, 0.399, 0.027], [0.004, -0.625, 0.202], [0.216, 0.144, -0.813], [0.114, -0.609, 0.630], [0.062, 0.588, 0.397], [-0.002, 0.076, -1.465], [0.252, -1.078, 0.666], [-0.247, -0.589, -0.613], [-0.573, -1.066, 0.354], [0.257, -0.025, 0.192], [0.057, 0.929, -2.102], [-0.025, 2.959, 2.126], [-0.091, 0.319, 0.888], [0.219, -1.740, -0.403], [-0.308, -0.463, -0.180], [0.427, 0.091, 0.168], [-0.126, -0.467, -0.416], [0.099, 0.650, 0.541], [0.509, 0.452, 0.187], [0.567, 2.031, 1.682], [-0.728, -0.588, -1.193], [-1.037, 0.108, 1.317], [-0.395, -2.251, -3.014], [1.007, 0.673, -0.471], [-2.696, -1.116, 2.067], [2.046, 1.924, -0.516], [0.639, 0.776, 0.601], [-0.621, -1.229, -0.608], [-0.017, -0.327, 0.008], [0.797, 0.319, 0.504], [-0.551, -0.553, -0.269], [0.583, 0.072, -0.338]]}